The following is a DFT calculation (wB97M-V/def2-TZVPD) of one molecule with the formula C5H4Cl2O2 at a distorted geometry.

CARTESIAN COORDINATES (ANGSTROEM)
1 O -1.193 -2.734 0.821
2 C -1.004 -1.760 0.164
3 C 0.055 -0.683 0.409
4 C -0.381 0.432 -0.553
5 C -1.762 -0.100 -0.796
6 C -2.853 0.278 -0.138
7 Cl -3.092 1.909 0.339
8 Cl -4.255 -0.713 -0.027
9 O -1.682 -1.477 -0.977
10 H 0.037 -0.372 1.452
11 H 1.036 -1.108 0.193
12 H 0.212 0.447 -1.466
13 H -0.396 1.419 -0.102

Values from the calculation:
- HOMO level (eV) = -9.634
- molar mass (Da) = 166.99
- E (a.u.) = -1263.753145
- multiplicity = 1
- lowest unoccupied orbital energy (eV) = 0.5
- energy above the lowest of the compared OMol25 structures with the same formula, charge and spin (eV) = 0.364

Okay, here come the Mulliken numbers, in e, for every atom: O -0.517; C 0.390; C -0.321; C -0.540; C 0.259; C 0.179; Cl -0.168; Cl -0.134; O -0.303; H 0.257; H 0.291; H 0.258; H 0.350